C22H63N5O7 | ωB97M-V/def2-TZVPD

```
97
Properties=species:S:1:pos:R:3:forces:R:3:lowdin_charge:R:1
C 3.1566 -2.3768 -0.2790 0.1 -0.3 -1.3 -0.0952
C 3.6736 -0.9762 0.0342 -2.6 -0.3 1.2 -0.2198
O 2.9174 -0.6561 1.2786 1.8 0.1 0.1 -0.1428
H 3.4170 -3.1365 0.4580 0.5 0.1 -0.2 0.0741
H 3.3607 -2.6768 -1.3068 1.0 -0.4 0.0 0.0697
H 2.0742 -2.4699 -0.3684 -0.4 0.8 0.5 0.0481
H 3.4173 -0.2571 -0.7438 -0.1 0.0 -0.1 0.0853
H 4.7458 -0.8647 0.1956 -0.2 -0.3 0.4 0.1156
H 2.0026 -0.4245 1.1020 -0.1 0.5 -0.8 0.0042
O 0.7339 1.0151 0.4869 0.5 -0.5 0.7 -0.0362
H -0.2188 1.1061 0.4723 -0.7 0.4 -0.1 -0.0002
H 0.9985 1.1146 -0.4276 0.4 -0.1 -0.6 0.0115
C -0.9813 -4.3220 -2.4862 0.8 0.2 0.3 -0.0604
C -2.3340 -4.6339 -1.9082 -0.2 0.9 0.3 -0.4557
C -3.1632 -3.3495 -1.6447 0.5 0.8 1.0 -0.1628
O -2.2980 -2.3393 -1.0511 0.1 -0.3 -0.5 -0.2384
C -2.9190 -1.2259 -0.4279 -0.4 -1.1 0.4 -0.1050
N -3.0669 -5.6205 -2.6786 0.3 0.5 0.2 0.0505
H -0.9309 -3.6889 -3.3721 -0.5 -0.2 -0.3 0.0634
H -0.4316 -5.2447 -2.6721 0.0 0.0 -0.1 0.0873
H -0.4515 -3.7338 -1.7369 0.2 -0.1 0.0 0.0623
H -2.1629 -5.0641 -0.9214 0.1 -0.1 0.2 0.1308
H -3.9407 -3.5871 -0.9187 -0.3 -0.2 0.2 0.1143
H -3.6861 -2.9233 -2.5009 0.3 -0.1 -0.5 0.1223
H -3.1742 -1.5337 0.5861 -0.3 0.0 0.5 0.0677
H -3.8634 -0.9370 -0.8892 0.2 0.2 -0.4 0.0985
H -2.2263 -0.3918 -0.3159 0.0 0.0 -0.5 0.0602
H -3.9879 -5.6271 -2.2641 -0.5 -0.4 -0.4 0.0698
H -3.1278 -5.2199 -3.6037 -0.4 -0.3 -0.4 0.0766
C 2.5687 3.8147 1.6488 0.3 0.0 -0.8 -0.0409
C 3.7024 3.0613 0.9342 -1.1 -0.9 0.2 -0.4609
C 3.6085 3.1018 -0.6015 -0.1 -0.5 0.1 -0.1585
O 4.6478 2.3223 -1.2993 -2.0 -0.1 2.2 -0.2081
C 4.7679 2.8766 -2.5689 1.3 -0.3 0.2 -0.1356
N 5.0033 3.5536 1.2081 1.6 0.7 -0.2 0.0363
H 2.7192 4.8750 1.4458 -0.2 0.2 0.2 0.0819
H 2.5426 3.6337 2.7234 0.4 0.0 0.0 0.0762
H 1.5880 3.5035 1.2889 0.1 0.0 -0.2 0.0404
H 3.7170 2.0333 1.2964 -0.9 -0.5 -0.4 0.1230
H 3.7054 4.1358 -0.9325 0.1 0.2 0.2 0.1200
H 2.6209 2.7672 -0.9191 -0.1 -0.3 -0.2 0.1054
H 5.1869 3.8544 -2.3314 -0.3 0.5 -1.2 0.0982
H 3.8313 2.8336 -3.1248 -0.1 0.5 -0.1 0.0807
H 5.5179 2.2694 -3.0757 0.0 0.1 -0.3 0.0950
H 5.3148 3.4796 2.1660 -0.3 -0.1 0.3 0.0804
H 5.4959 2.8314 0.7023 1.3 0.4 0.0 0.0693
C -4.0147 4.4652 0.7149 -0.3 -0.6 0.7 -0.0480
C -3.8440 2.9372 1.0019 0.0 -0.4 0.2 -0.3997
C -2.4821 2.2845 1.4080 -0.8 1.5 -2.1 -0.1665
O -1.7170 2.1766 0.1992 1.2 0.6 0.5 -0.2613
C -1.0689 3.4218 -0.1755 -1.0 -0.5 -0.9 -0.0595
N -4.8272 2.5043 2.0021 -0.4 0.5 0.5 0.0306
H -3.5877 4.8672 -0.2039 0.4 -0.3 0.2 0.0642
H -3.7547 5.0802 1.5764 0.3 0.1 0.0 0.0787
H -5.0853 4.6155 0.5755 -0.2 -0.1 0.1 0.0780
H -4.0894 2.4767 0.0449 -0.1 -0.3 0.0 0.1250
H -2.6278 1.2500 1.7190 -0.2 0.1 0.3 0.1097
H -2.0138 2.9194 2.1601 0.4 -0.3 0.2 0.1277
H -1.7771 4.0164 -0.7527 -0.2 0.2 0.4 0.0729
H -0.3212 3.2129 -0.9406 0.5 -0.3 0.6 0.0837
H -0.7072 3.9828 0.6862 0.2 -0.2 -0.1 0.0960
H -5.0665 3.2591 2.6291 -0.3 0.5 -0.2 0.0651
H -4.4518 1.8483 2.6721 0.3 -0.5 -0.3 0.0509
C -1.7101 1.4696 -3.6695 0.2 -0.5 0.9 -0.0576
C -0.8044 0.2283 -3.8641 -0.9 0.2 1.0 -0.3783
C 0.0208 -0.1013 -2.5680 0.9 0.2 -0.9 -0.1274
O 1.3276 0.5492 -2.4221 -1.8 0.9 1.6 -0.2337
C 2.1644 0.3717 -3.5122 0.2 0.0 -0.7 -0.1186
N -1.7735 -0.9069 -4.0178 1.1 0.3 -0.9 0.0541
H -1.1359 2.3445 -3.3647 0.0 0.1 -0.2 0.0745
H -2.4094 1.2240 -2.8703 0.0 0.1 0.2 0.0667
H -2.3490 1.6771 -4.5279 0.4 0.0 -0.2 0.0791
H -0.2273 0.4878 -4.7516 0.5 -0.8 0.0 0.1205
H 0.3431 -1.1263 -2.3847 -0.8 -0.7 -0.8 0.1181
H -0.6980 0.1046 -1.7749 0.7 0.6 0.5 0.0920
H 2.1353 -0.6663 -3.8435 -0.1 -0.1 -0.4 0.0988
H 3.2054 0.5823 -3.2669 -0.1 0.2 0.4 0.0799
H 1.8511 1.0708 -4.2875 0.2 -0.3 -0.5 0.0906
H -2.0079 -0.8556 -4.9988 -0.9 0.2 -0.3 0.0747
H -1.2375 -1.7611 -4.0732 0.3 -0.4 0.6 0.0406
C -0.3705 -2.1945 2.1337 0.7 0.8 1.4 0.0044
C -0.3923 -2.7166 3.6041 -1.0 2.0 -0.5 -0.3195
C 0.5982 -2.0998 4.6761 -0.3 -0.3 1.0 -0.0698
O 0.2456 -2.3682 6.0742 0.0 -0.5 -2.5 -0.1054
C 1.1564 -3.2658 6.6999 2.0 0.5 0.4 -0.0690
N -1.7560 -2.5248 4.0300 1.8 -3.0 0.4 0.2407
H -1.1126 -2.7649 1.5751 0.4 0.1 -0.4 0.0865
H 0.6314 -2.1303 1.7093 -0.1 -0.7 -0.2 0.0776
H -0.6626 -1.1472 2.2114 -0.3 0.0 -0.3 0.0850
H -0.1565 -3.7778 3.5244 0.1 -0.8 0.6 0.1895
H 0.4970 -1.0287 4.5008 0.0 0.2 0.2 0.1533
H 1.6201 -2.4007 4.4456 -0.1 -0.1 0.1 0.1406
H 1.0821 -3.3048 7.7867 -0.9 0.1 -0.2 0.1062
H 2.1600 -2.8648 6.5587 0.2 0.4 0.0 0.0968
H 1.3102 -4.2631 6.2878 -1.1 -0.2 -0.4 0.1055
H -2.3371 -3.1218 3.4591 -0.9 0.8 -0.9 0.1339
H -1.8438 -2.9390 4.9470 -0.3 0.8 1.3 0.1237
```
Forces are in eV/Å.

## Properties
2S+1 ... 2
HOMO energy (alpha / beta) ... -10.52 / -10.51 eV
Expectation value of S² ... 0.76
Energy above the lowest of the compared OMol25 structures with the same formula, charge and spin ... 15.4 kJ/mol
Total charge ... +1


C22H64B4F16N6O6 | ωB97M-V/def2-TZVPD

```
118
Properties=species:S:1:pos:R:3:forces:R:3:lowdin_charge:R:1
C 2.1292 0.3571 -0.0569 -0.7 0.7 -0.6 0.0364
C 1.0798 0.3557 1.0489 1.6 1.0 -0.9 -0.3829
O 1.2565 -0.1852 2.0874 -0.3 -0.7 0.5 0.1479
N -0.0568 1.3330 0.9416 0.0 -1.1 -0.7 0.1304
H 0.3486 2.2581 1.1820 -0.6 0.2 0.9 0.1483
H -0.3518 1.4979 -0.0306 0.0 -0.2 0.0 0.1340
C -1.2245 0.6723 1.6525 -0.4 0.3 0.3 0.0164
H 2.6154 -0.5956 -0.2512 -0.1 -0.2 0.6 0.0744
H 2.8497 1.1191 0.2554 0.2 -0.1 0.1 0.1071
H 1.7685 0.7347 -1.0148 -0.4 0.0 0.2 0.0650
H -2.1664 1.1754 1.4717 0.3 0.3 -0.4 0.0941
H -1.1130 0.6595 2.7277 0.4 -0.1 -0.1 0.0806
H -1.2776 -0.3360 1.2532 -0.1 0.1 0.0 0.0813
C 2.5953 -2.5801 -2.9716 0.1 -2.2 -1.0 0.0291
C 1.6214 -1.7033 -3.6829 1.8 0.1 2.0 -0.3851
O 1.6269 -0.5350 -3.5215 -1.1 0.0 -1.3 0.1903
N 0.5632 -2.4376 -4.5068 0.2 1.1 -0.6 0.0912
H 0.8177 -2.1978 -5.4703 -0.2 -0.2 -0.1 0.1903
H 0.5569 -3.4516 -4.4192 0.5 0.0 0.1 0.1725
C -0.8309 -1.9129 -4.1886 0.8 -0.6 -0.6 0.0608
H 3.5940 -2.2072 -2.7651 -0.5 0.9 0.4 0.1017
H 2.8473 -3.4614 -3.5800 -0.3 0.0 -0.1 0.0931
H 2.0729 -2.9870 -2.1002 0.2 0.3 0.4 0.0799
H -1.0175 -2.4304 -3.2532 -0.8 0.8 0.2 0.1124
H -1.4448 -2.2801 -5.0080 -0.3 0.2 0.2 0.1169
H -0.7164 -0.8316 -4.1939 -0.6 0.0 0.5 0.0936
C -5.1413 0.8085 0.4751 0.3 -0.6 -0.7 -0.0314
C -5.8402 1.2749 -0.7901 -0.3 -1.3 1.0 -0.2851
C -6.0254 0.1713 -1.8402 0.8 0.6 0.9 -0.1926
O -6.5128 0.8350 -2.9648 -0.7 0.6 -0.4 -0.1757
C -6.3874 0.1728 -4.1978 0.5 -1.4 -0.4 -0.0864
N -7.1998 1.8136 -0.3721 -0.9 1.6 -1.6 0.2235
H -7.7497 2.0819 -1.2012 0.4 -0.1 -0.3 0.1666
H -7.8814 1.2287 0.1145 0.8 -0.5 0.5 0.1792
H -7.0833 2.7046 0.1141 0.0 -0.2 0.5 0.1753
H -4.8793 1.5950 1.1805 0.1 0.2 -0.3 0.1011
H -4.2580 0.3312 0.0496 0.4 0.1 0.7 0.0718
H -5.6653 0.0350 1.0385 -0.2 -0.1 -0.2 0.0980
H -5.2519 2.0459 -1.2841 -0.5 0.5 0.2 0.1662
H -6.6418 -0.6452 -1.4472 -0.3 0.0 -0.3 0.1471
H -5.0069 -0.2016 -1.9905 -0.1 -0.2 -0.2 0.1148
H -7.1430 -0.6077 -4.3318 -0.2 0.1 0.2 0.0923
H -5.4185 -0.3368 -4.2494 0.1 0.1 0.1 0.0851
H -6.4303 0.8105 -5.0776 -0.2 0.6 0.5 0.0937
C 2.6404 1.5417 6.7673 0.3 -0.9 -0.7 -0.0267
C 1.5882 1.5870 5.6750 -0.4 -0.1 -0.9 -0.2962
C 0.8016 0.2805 5.5253 -0.1 -0.1 -0.5 -0.2190
O -0.2229 0.1552 6.4565 -0.2 0.1 1.0 -0.1713
C -1.2566 -0.7346 5.9975 0.1 0.3 -0.7 -0.0591
N 0.6815 2.7901 5.8126 -1.4 -0.5 0.0 0.2428
H 1.1794 3.6726 5.7033 0.0 0.1 0.7 0.1804
H -0.0910 2.8842 5.1374 0.3 -0.6 -1.0 0.1274
H 0.0851 2.6631 6.6370 0.7 0.5 0.6 0.1776
H 2.2751 1.2000 7.7347 -0.3 0.8 0.2 0.0988
H 3.2906 2.4124 6.7198 -0.2 0.2 0.6 0.0914
H 3.2798 0.6947 6.5002 0.1 0.2 -0.2 0.0895
H 2.0292 1.7435 4.6895 0.4 0.0 0.1 0.1505
H 1.5658 -0.5060 5.6011 -0.1 -0.2 0.3 0.1345
H 0.3869 0.1383 4.5213 0.1 0.5 -0.1 0.1031
H -1.9092 -1.1186 6.7760 0.5 0.2 0.5 0.0977
H -0.7847 -1.5653 5.4731 -0.2 -0.2 0.0 0.0865
H -1.8975 -0.1954 5.2994 0.1 -0.1 -0.2 0.0829
C 2.1257 -6.1267 2.3840 0.0 0.7 0.7 -0.0290
C 1.4478 -5.2896 1.2823 0.8 -1.0 0.2 -0.2788
C 1.8154 -3.8061 1.2965 0.3 -0.8 1.3 -0.2026
O 1.3220 -3.0302 0.2417 0.6 -1.0 0.1 -0.1927
C -0.0950 -2.9024 0.2459 -1.0 1.7 0.4 -0.0723
N 1.8927 -5.9019 -0.0581 -1.0 1.0 -0.5 0.2296
H 2.2047 -6.8696 0.0004 0.4 0.1 0.1 0.1691
H 1.1010 -5.8816 -0.7038 0.0 -0.1 0.0 0.1651
H 2.5661 -5.2467 -0.4575 0.5 -0.5 0.0 0.1578
H 1.9311 -7.1943 2.2875 -0.5 0.1 0.2 0.0921
H 1.7769 -5.7247 3.3378 -0.5 -0.5 0.0 0.1036
H 3.2039 -6.0680 2.5665 0.2 0.5 -1.0 0.0979
H 0.3703 -5.4410 1.3202 0.0 0.0 0.1 0.1574
H 2.9031 -3.7514 1.4072 0.1 0.3 -0.8 0.1456
H 1.5138 -3.5043 2.3067 -0.6 0.6 -0.2 0.1501
H -0.5486 -2.8142 1.2391 0.3 -0.6 0.1 0.0930
H -0.6694 -3.6274 -0.3377 0.4 -0.3 0.0 0.0971
H -0.2926 -1.8982 -0.1413 -0.1 -0.3 -0.5 0.0735
C 2.0411 3.2334 -4.1629 -0.5 0.4 -0.3 -0.0134
C 3.5722 3.0671 -4.2327 -2.5 0.6 -0.4 -0.2696
C 4.0345 1.7145 -3.7772 0.8 0.5 -0.8 -0.2040
O 5.4614 1.8437 -3.8094 -0.5 -1.5 0.1 -0.1715
C 6.0496 0.8563 -2.9599 0.0 0.6 1.0 -0.0758
N 3.9254 3.2803 -5.7318 1.2 -1.9 1.0 0.2298
H 4.7889 2.7421 -5.8756 0.6 0.9 0.1 0.1581
H 3.3104 2.7399 -6.3394 -0.7 0.8 0.0 0.1584
H 4.0188 4.2678 -5.9482 -0.1 0.0 -0.4 0.1782
H 1.7199 4.2094 -3.7991 0.4 -0.1 0.5 0.1039
H 1.5422 2.4709 -3.5674 0.1 0.1 0.1 0.0805
H 1.5665 3.2279 -5.1508 0.2 -0.4 -0.1 0.0800
H 4.0458 3.8749 -3.6831 0.3 -0.2 0.0 0.1495
H 3.6826 0.9078 -4.4372 0.2 0.1 -0.4 0.1222
H 3.5660 1.4312 -2.8335 0.5 0.6 0.5 0.1199
H 5.8522 -0.1886 -3.2169 -0.3 0.1 -0.4 0.0801
H 5.6368 1.0808 -1.9714 0.2 -0.4 0.2 0.0963
H 7.1279 0.9731 -2.8777 0.0 0.3 -0.4 0.0973
B 2.4711 4.1750 -0.4939 0.0 1.9 0.8 -1.2803
F 3.3594 3.8669 -1.5415 0.3 -0.3 -0.6 0.0993
F 1.9762 5.4931 -0.6173 0.4 -0.6 -0.3 0.0989
F 1.3867 3.3038 -0.5411 -0.7 -1.2 -0.1 0.1187
F 3.1472 4.0472 0.7194 0.1 -0.4 0.1 0.1100
B -3.4139 -2.2814 2.5662 -0.3 0.3 0.3 -1.2284
F -4.7098 -2.7442 2.8274 0.5 -0.2 -0.5 0.1085
F -2.5364 -3.2617 2.0040 -0.1 -0.3 0.4 0.0538
F -3.4230 -1.2460 1.6147 -0.3 0.4 -0.4 0.0849
F -2.9036 -1.7560 3.7626 0.5 -0.2 0.0 0.1024
B -0.8474 3.7008 2.9322 -1.6 1.9 -0.7 -1.2830
F -1.5125 2.6417 3.5504 0.5 -0.7 1.7 0.1033
F 0.5153 3.4096 2.7463 0.2 -0.4 0.2 0.1177
F -1.5471 3.8258 1.7331 0.6 0.1 -0.8 0.1299
F -0.9971 4.9054 3.6624 0.5 -0.9 0.2 0.1054
B -1.7522 0.7054 -2.1003 -0.9 0.3 -0.8 -1.2632
F -1.2547 1.4258 -3.1704 0.5 0.3 -0.5 0.1316
F -2.8901 -0.0081 -2.6026 0.4 -0.1 0.6 0.0745
F -0.7565 -0.2159 -1.7001 0.2 -0.4 0.5 0.0872
F -2.0916 1.5675 -1.0527 0.1 -0.5 0.0 0.1378
```
Forces are in eV/Å.

## Properties
HOMO energy ... -13.13 eV
Energy above the lowest of the compared OMol25 structures with the same formula, charge and spin ... 0.0 kJ/mol
Total charge ... +2